# 1
C21H23Cl2N7O2Tb | ωB97M-V/def2-TZVPD

The geometry in XYZ format:
```
56
C21H23Cl2N7O2Tb, DFT ωB97M-V/def2-TZVPD
Tb 12.139 9.951 11.685
C 11.098 8.977 16.321
C 9.890 9.667 16.436
C 9.237 10.048 15.249
C 9.834 9.808 13.977
N 11.118 9.308 13.939
C 11.693 8.848 15.066
C 9.104 9.994 12.744
C 7.679 10.125 12.734
C 7.025 10.381 11.529
C 7.759 10.349 10.337
C 9.164 10.152 10.356
N 9.812 10.097 11.587
C 9.971 10.143 9.154
C 9.390 10.252 7.894
C 10.170 10.155 6.738
C 11.552 10.061 6.872
C 12.081 10.035 8.166
N 11.334 9.989 9.278
H 11.586 8.565 17.173
H 9.483 9.915 17.401
H 8.264 10.526 15.337
H 12.666 8.320 15.017
H 7.141 10.035 13.665
H 5.961 10.552 11.514
H 7.281 10.545 9.359
H 8.348 10.510 7.784
H 9.687 10.169 5.737
H 12.282 10.125 6.054
H 13.181 9.959 8.297
C 12.070 15.491 11.978
O 12.254 14.356 11.071
C 12.333 13.143 11.620
O 12.028 12.146 10.926
N 12.793 13.013 12.927
N 12.808 11.697 13.476
H 11.814 16.367 11.337
H 13.029 15.681 12.520
H 11.252 15.310 12.689
H 12.916 13.820 13.592
H 12.128 11.605 14.237
H 13.732 11.412 13.758
N 16.586 9.242 10.809
C 16.812 10.304 11.685
C 15.579 10.827 11.972
N 14.597 10.080 11.262
C 15.268 9.191 10.575
H 17.238 8.618 10.340
H 17.759 10.628 12.061
H 15.388 11.757 12.523
H 14.807 8.469 9.884
Cl 13.010 7.026 11.543
C 11.617 5.757 11.497
Cl 10.033 6.501 11.440
H 11.742 5.204 12.421
H 11.787 5.169 10.590
```

Spin multiplicity: 7
Orbital gap (spin up / spin down), eV: 7.281 / 7.774
HOMO (spin up / spin down), eV: -17.0 / -17.0
E, eV: -84132.8350
Net charge: +3
Lowest unoccupied orbital energy (spin up / spin down), hartree: -0.355 / -0.337
Largest force on an atom, eV/A: 3.327
<S²>: 12.044

Per-atom Mulliken charges, elementary charge units: atom 1 (Tb): 0.7984, atom 2 (C): -0.6796, atom 3 (C): -0.6038, atom 4 (C): -0.6304, atom 5 (C): 0.8384, atom 6 (N): 0.0725, atom 7 (C): -0.2701, atom 8 (C): 0.5410, atom 9 (C): -1.0011, atom 10 (C): -1.0728, atom 11 (C): -0.6696, atom 12 (C): 0.5612, atom 13 (N): 0.3961, atom 14 (C): 0.8770, atom 15 (C): -0.8279, atom 16 (C): -0.5494, atom 17 (C): -0.9324, atom 18 (C): 0.0192, atom 19 (N): 0.3486, atom 20 (H): 0.4792, atom 21 (H): 0.5111, atom 22 (H): 0.4351, atom 23 (H): 0.3953, atom 24 (H): 0.4855, atom 25 (H): 0.4934, atom 26 (H): 0.3529, atom 27 (H): 0.4087, atom 28 (H): 0.4340, atom 29 (H): 0.4163, atom 30 (H): 0.3749, atom 31 (C): -0.8289, atom 32 (O): -0.2700, atom 33 (C): 0.6056, atom 34 (O): -0.3005, atom 35 (N): -0.1985, atom 36 (N): -0.4203, atom 37 (H): 0.2618, atom 38 (H): 0.3471, atom 39 (H): 0.3762, atom 40 (H): 0.2780, atom 41 (H): 0.3388, atom 42 (H): 0.3096, atom 43 (N): -0.0562, atom 44 (C): -0.6926, atom 45 (C): -0.3064, atom 46 (N): 0.1747, atom 47 (C): -0.3493, atom 48 (H): 0.2574, atom 49 (H): 0.4052, atom 50 (H): 0.4335, atom 51 (H): 0.4188, atom 52 (Cl): -0.0632, atom 53 (C): -0.4472, atom 54 (Cl): -0.0336, atom 55 (H): 0.3810, atom 56 (H): 0.3774



# 2
CH6NOS | ωB97M-V/def2-TZVPD

The geometry in XYZ format:
```
10
CH6NOS, DFT ωB97M-V/def2-TZVPD
S -0.348 0.349 2.657
H -0.783 -0.656 3.433
N 1.015 -0.603 -0.730
C 0.129 0.475 -1.123
O -1.189 0.425 -0.610
H 0.725 -1.471 -1.166
H 0.985 -0.778 0.268
H 0.006 0.390 -2.203
H 0.633 1.413 -0.884
H -1.172 0.456 0.357
```

Spin multiplicity: 2
Relative energy (zero: lowest compared OMol25 entry of this formula, charge and spin), kJ/mol: 2.31
Orbital gap (spin up / spin down), eV: 10.359 / 6.545
HOMO (spin up / spin down), eV: -9.7 / -9.7
E, eV: -15505.3634
Net charge: 0
Lowest unoccupied orbital energy (spin up / spin down), hartree: 0.024 / -0.116
Largest force on an atom, eV/A: 0.519
<S²>: 0.753

Per-atom Mulliken charges, elementary charge units: atom 1 (S): -0.2237, atom 2 (H): 0.1923, atom 3 (N): -0.5130, atom 4 (C): -0.2671, atom 5 (O): -0.4385, atom 6 (H): 0.2544, atom 7 (H): 0.1830, atom 8 (H): 0.2987, atom 9 (H): 0.2729, atom 10 (H): 0.2411



# 3
C5H8O3 | ωB97M-V/def2-TZVPD

The geometry in XYZ format:
```
16
C5H8O3, DFT ωB97M-V/def2-TZVPD
C -2.888 0.626 0.362
C -2.006 -0.361 0.408
C -0.813 -0.420 -0.387
O -0.672 0.098 -1.469
O 0.195 -1.212 0.109
C 1.474 -1.002 -0.407
C 2.070 0.341 0.186
O 1.042 1.239 0.613
H -3.678 0.641 1.150
H -2.725 1.612 -0.231
H -2.043 -1.198 1.184
H 1.691 -1.040 -1.522
H 1.997 -1.868 -0.178
H 2.669 0.115 1.000
H 2.848 0.850 -0.513
H 0.841 1.580 -0.305
```

Relative energy (zero: lowest compared OMol25 entry of this formula, charge and spin), kJ/mol: 221.11
Orbital gap, eV: 10.837
HOMO, eV: -10.4
E, eV: -11455.2275
Net charge: 0
Lowest unoccupied orbital energy, hartree: 0.017
Largest force on an atom, eV/A: 2.908
SMILES string: C=CC(=O)OCCO

Per-atom Mulliken charges, elementary charge units: atom 1 (C): -0.6320, atom 2 (C): -0.2764, atom 3 (C): 0.7762, atom 4 (O): -0.5445, atom 5 (O): -0.3906, atom 6 (C): -0.3496, atom 7 (C): -0.4698, atom 8 (O): -0.5149, atom 9 (H): 0.2644, atom 10 (H): 0.2380, atom 11 (H): 0.2688, atom 12 (H): 0.2555, atom 13 (H): 0.4314, atom 14 (H): 0.3214, atom 15 (H): 0.2667, atom 16 (H): 0.3554



# 4
C19H20N2O5S2 | ωB97M-V/def2-TZVPD

The geometry in XYZ format:
```
48
C19H20N2O5S2, DFT ωB97M-V/def2-TZVPD
C -0.027 2.463 -6.700
O 0.498 1.263 -6.210
C 0.745 1.062 -4.889
C 0.757 1.993 -3.798
C 1.054 1.500 -2.479
C 0.871 2.365 -1.298
C -0.521 2.326 -0.608
N -0.633 1.108 0.152
C -1.135 -0.096 -0.478
N -1.530 -1.192 0.030
C -1.234 -1.404 1.367
S -1.565 -2.833 2.339
C -1.068 -1.982 3.838
C -0.788 -0.688 3.577
C -0.762 -0.378 2.147
C -0.308 0.859 1.487
O -0.058 1.819 2.215
C -0.205 0.210 4.660
C -0.280 -0.199 6.093
S 0.177 -1.958 6.264
O 1.595 -2.063 5.888
O -0.112 -2.243 7.631
C -1.047 -2.754 5.142
C 1.396 0.140 -2.256
C 1.387 -0.776 -3.239
O 1.710 -2.122 -3.166
C 0.647 -2.950 -2.694
C 1.123 -0.274 -4.533
H 0.681 3.228 -6.343
H -1.004 2.606 -6.235
H -0.212 2.477 -7.741
H 0.689 3.090 -4.066
H 0.838 3.367 -1.726
H 1.714 2.345 -0.506
H -1.366 2.106 -1.320
H -0.791 3.185 0.013
H -1.265 0.075 -1.507
H 0.802 0.459 4.442
H -0.747 1.169 4.723
H -1.335 -0.161 6.375
H 0.248 0.396 6.804
H -2.079 -2.892 5.562
H -0.749 -3.758 5.054
H 1.598 -0.237 -1.174
H 0.066 -2.466 -1.967
H 1.056 -3.711 -2.086
H 0.026 -3.395 -3.471
H 1.141 -1.079 -5.311
```

Relative energy (zero: lowest compared OMol25 entry of this formula, charge and spin), kJ/mol: 305.93
Orbital gap, eV: 8.729
HOMO, eV: -8.7
E, eV: -54912.2855
Net charge: 0
Lowest unoccupied orbital energy, hartree: 0.000
Largest force on an atom, eV/A: 5.844
SMILES string: COc1cc(CCn2cnc3sc4c(c3c2=O)CCS(=O)(=O)C4)cc(OC)c1

Per-atom Mulliken charges, elementary charge units: atom 1 (C): -0.6949, atom 2 (O): -0.4289, atom 3 (C): 0.2864, atom 4 (C): -0.4883, atom 5 (C): 0.3842, atom 6 (C): -1.0040, atom 7 (C): -0.7987, atom 8 (N): 0.1616, atom 9 (C): -0.1522, atom 10 (N): -0.5370, atom 11 (C): -0.1668, atom 12 (S): -0.3032, atom 13 (C): 0.5905, atom 14 (C): -0.2316, atom 15 (C): 0.0479, atom 16 (C): 0.6516, atom 17 (O): -0.7091, atom 18 (C): -0.3279, atom 19 (C): -1.1810, atom 20 (S): 1.0731, atom 21 (O): -0.6343, atom 22 (O): -0.6558, atom 23 (C): -0.8235, atom 24 (C): 0.1414, atom 25 (C): 0.0897, atom 26 (O): -0.4728, atom 27 (C): -0.6345, atom 28 (C): -0.1944, atom 29 (H): 0.2689, atom 30 (H): 0.3097, atom 31 (H): 0.2406, atom 32 (H): 0.1507, atom 33 (H): 0.4186, atom 34 (H): 0.3039, atom 35 (H): 0.4324, atom 36 (H): 0.4101, atom 37 (H): 0.5426, atom 38 (H): 0.3728, atom 39 (H): 0.3740, atom 40 (H): 0.4218, atom 41 (H): 0.4792, atom 42 (H): 0.3900, atom 43 (H): 0.5213, atom 44 (H): 0.3125, atom 45 (H): 0.1229, atom 46 (H): 0.3396, atom 47 (H): 0.2527, atom 48 (H): 0.3484



# 5
C28H16Br2CdN4O4 | ωB97M-V/def2-TZVPD

The geometry in XYZ format:
```
55
C28H16Br2CdN4O4, DFT ωB97M-V/def2-TZVPD
Cd 5.835 -11.367 -15.355
O 0.565 -11.063 -9.607
N 1.700 -11.052 -9.270
O 2.087 -11.049 -8.144
C 2.810 -10.881 -10.397
C 4.029 -10.785 -9.873
C 5.164 -10.834 -10.679
C 6.498 -10.723 -10.298
C 7.548 -10.906 -11.151
C 7.259 -11.358 -12.439
N 6.029 -11.463 -12.871
C 4.974 -11.187 -12.075
C 3.628 -11.314 -12.609
N 3.497 -11.747 -13.901
C 2.316 -11.881 -14.436
C 1.183 -11.766 -13.652
C 1.276 -11.269 -12.358
C 2.558 -11.075 -11.802
H 4.150 -10.812 -8.783
H 6.677 -10.389 -9.261
H 8.551 -10.660 -10.870
H 8.036 -11.483 -13.196
H 2.226 -12.185 -15.465
H 0.215 -11.855 -14.111
H 0.391 -11.248 -11.740
Br 4.942 -12.777 -18.714
C 3.960 -11.168 -18.283
C 3.121 -10.575 -19.281
C 2.322 -9.522 -18.844
C 2.499 -9.008 -17.562
C 3.461 -9.560 -16.765
N 4.118 -10.707 -17.085
C 3.903 -8.870 -15.462
O 3.285 -7.884 -15.050
O 4.915 -9.357 -14.849
H 3.167 -10.830 -20.297
H 1.659 -8.968 -19.498
H 2.021 -8.128 -17.107
Br 5.230 -14.286 -15.079
C 6.991 -14.757 -15.602
C 7.286 -16.086 -15.430
C 8.640 -16.465 -15.695
C 9.507 -15.579 -16.203
C 9.163 -14.228 -16.452
C 10.075 -13.308 -17.042
C 9.764 -12.011 -17.248
C 8.535 -11.541 -16.700
C 7.586 -12.368 -16.103
C 7.888 -13.771 -16.101
H 6.608 -16.814 -15.053
H 8.918 -17.493 -15.456
H 10.502 -15.965 -16.412
H 11.017 -13.727 -17.391
H 10.460 -11.269 -17.718
H 8.348 -10.485 -16.748
```

Relative energy (zero: lowest compared OMol25 entry of this formula, charge and spin), kJ/mol: 0.00
Orbital gap, eV: 7.129
HOMO, eV: -8.1
E, eV: -188093.2302
Net charge: 0
Lowest unoccupied orbital energy, hartree: -0.036
Largest force on an atom, eV/A: 3.923

Per-atom Mulliken charges, elementary charge units: atom 1 (Cd): 0.9353, atom 2 (O): -0.6489, atom 3 (N): 1.1151, atom 4 (O): -0.6378, atom 5 (C): -0.3723, atom 6 (C): -0.5393, atom 7 (C): 0.2855, atom 8 (C): -0.2840, atom 9 (C): -1.0852, atom 10 (C): -0.1471, atom 11 (N): 0.2843, atom 12 (C): -0.0468, atom 13 (C): 0.1471, atom 14 (N): 0.2712, atom 15 (C): -0.3781, atom 16 (C): -0.8957, atom 17 (C): -0.8416, atom 18 (C): 0.7363, atom 19 (H): 0.5075, atom 20 (H): 0.3865, atom 21 (H): 0.4227, atom 22 (H): 0.4071, atom 23 (H): 0.4783, atom 24 (H): 0.3994, atom 25 (H): 0.5134, atom 26 (Br): -0.1222, atom 27 (C): 0.0248, atom 28 (C): -0.6915, atom 29 (C): -0.4452, atom 30 (C): -0.5147, atom 31 (C): 0.2976, atom 32 (N): 0.2838, atom 33 (C): 0.3854, atom 34 (O): -0.7386, atom 35 (O): -0.8553, atom 36 (H): 0.4648, atom 37 (H): 0.3961, atom 38 (H): 0.4816, atom 39 (Br): -0.2655, atom 40 (C): 0.8284, atom 41 (C): -0.9738, atom 42 (C): -0.4584, atom 43 (C): -0.9798, atom 44 (C): 1.0778, atom 45 (C): -0.5604, atom 46 (C): -0.8936, atom 47 (C): 0.1281, atom 48 (C): -1.1983, atom 49 (C): 1.1214, atom 50 (H): 0.4625, atom 51 (H): 0.3681, atom 52 (H): 0.3296, atom 53 (H): 0.3475, atom 54 (H): 0.3219, atom 55 (H): 0.3653